Formula: C5H11IN
Source: the Open Molecules 2025 dataset
Level of theory: ωB97M-V/def2-TZVPD

Results
M ... 212.054 u
Total charge ... +1
Energy ... -549.0970 hartree
HOMO level (alpha / beta) ... -13.6 / -11.7 eV
ΔE to the lowest compared entry with this formula, charge and spin ... 128.92 kcal per mole
LUMO energy (alpha / beta) ... -4.2 / -4.1 eV

CARTESIAN COORDINATES (ANGSTROEM)
C  0.2779  -0.9872  1.2812
C  1.1550  -1.1665  0.0435
C  0.3778  0.1251  0.2019
C  -1.3906  -0.3783  -1.5212
C  -0.7357  0.5611  -0.6300
N  1.3112  1.3716  0.6834
I  -1.0579  2.5701  -1.0956
H  -0.6622  -1.3983  1.5897
H  0.7589  -0.8204  2.1980
H  2.2137  -1.2680  0.0080
H  0.7155  -1.7379  -0.7677
H  -1.5741  -1.4949  -1.2688
H  -0.7987  -0.5458  -2.4615
H  -2.4160  -0.0232  -1.7664
H  -2.5937  0.4005  0.9530
H  0.6289  2.1439  0.7388
H  2.1707  1.5270  0.1565
H  1.6192  1.1211  1.6571